Density functional theory data (ωB97M-V/def2-TZVPD) for a structure of composition C18H24CuN2Se3Te.

Cartesian coordinates (Å):
Cu -0.247275 -0.217278 -0.000087
C 6.453874 1.788812 1.251645
C 6.140158 0.958042 -0.000118
C 7.026582 -0.284690 -0.000201
C 6.453898 1.788979 -1.251768
C 4.657886 0.596066 -0.000153
C 4.186244 -0.707073 -0.000129
C 2.819532 -0.936070 -0.000112
N 1.910851 0.036256 -0.000094
C 2.351120 1.299405 -0.000138
C 3.698814 1.605463 -0.000172
C 1.290991 2.363740 -0.000045
C 1.602855 3.709953 0.000009
C 0.598074 4.673549 0.000027
C -0.706858 4.206664 -0.000003
C -0.942697 2.840298 -0.000028
N 0.026163 1.927451 -0.000075
C 0.966603 6.154512 0.000100
C -0.273219 7.045054 0.000101
C 1.798700 6.465618 1.251932
C 1.798827 6.465730 -1.251622
H 7.515022 2.048249 1.267890
H 6.224149 1.228437 2.160669
H 5.882232 2.718881 1.274353
H 8.073942 0.021451 -0.000190
H 6.860224 -0.900943 -0.886318
H 6.860229 -0.901057 0.885836
H 7.515049 2.048401 -1.267942
H 5.882271 2.719061 -1.274343
H 6.224179 1.228743 -2.160895
H 4.856229 -1.554345 -0.000120
H 2.438888 -1.948439 -0.000053
H 4.013794 2.639081 -0.000188
H 2.637948 4.020306 0.000043
H -1.551585 4.879947 0.000024
H -1.958773 2.465815 -0.000067
H -0.890109 6.880678 0.886174
H -0.890052 6.880752 -0.886047
H 0.036255 8.091468 0.000152
H 1.237449 6.238324 2.161012
H 2.062074 7.525825 1.268012
H 2.726829 5.890727 1.274878
H 1.237660 6.238529 -2.160765
H 2.726956 5.890841 -1.274532
H 2.062201 7.525940 -1.267568
Se -2.810705 -0.054941 0.001001
Se -3.914676 -2.010748 0.001065
Te -2.217390 -3.883550 -0.000372
Se -0.064616 -2.807213 -0.000876

Forces on the atoms, in the same order (eV/Å):
Cu -0.57 -0.56 0.00
C 0.00 0.01 0.05
C -0.07 0.01 0.00
C 0.05 -0.04 0.00
C 0.00 0.01 -0.05
C 0.08 0.11 0.00
C -0.02 -0.05 0.00
C -0.08 0.12 0.00
N 0.25 -0.03 0.00
C -0.28 0.12 0.00
C 0.09 0.05 0.00
C 0.12 -0.29 0.00
C 0.07 0.09 0.00
C 0.10 0.07 0.00
C -0.07 -0.03 0.00
C 0.10 -0.07 0.00
N -0.02 0.31 0.00
C 0.00 -0.07 0.00
C -0.03 0.06 0.00
C 0.00 0.00 0.05
C 0.00 0.00 -0.05
H -0.03 -0.01 0.00
H 0.01 0.02 -0.03
H 0.02 -0.04 0.00
H -0.01 -0.02 0.00
H 0.00 0.02 0.02
H 0.00 0.02 -0.02
H -0.03 -0.01 0.00
H 0.02 -0.04 0.00
H 0.01 0.02 0.03
H -0.02 0.01 0.00
H -0.03 -0.04 0.00
H 0.02 -0.05 0.00
H -0.05 0.02 0.00
H 0.01 -0.03 0.00
H 0.00 -0.03 0.00
H 0.02 0.00 -0.02
H 0.02 0.00 0.02
H -0.02 -0.01 0.00
H 0.02 0.01 -0.03
H -0.01 -0.04 0.00
H -0.04 0.02 0.00
H 0.02 0.01 0.03
H -0.04 0.02 0.00
H -0.01 -0.04 0.00
Se 0.46 0.17 0.00
Se -0.05 -0.15 0.00
Te 0.08 0.07 0.00
Se -0.09 0.28 0.00

Output
- energy above the lowest of the compared OMol25 structures with the same formula, charge and spin (eV) = 0.072
- spin multiplicity = 2
- E (hartree) = -9922.684745
- Kohn-Sham gap (alpha / beta) (eV) = 6.313 / 5.237
- <S²> = 0.757
- strongest force on any atom (eV/A) = 0.8

***

Density functional theory data (ωB97M-V/def2-TZVPD) for a cluster of 2 separate species, C18H24F3N2O4 in total.

Cartesian coordinates (Å):
C -2.268364 1.283551 -2.412148
C -2.728615 -0.142005 -1.873830
C -1.599595 -1.211395 -2.217640
C -1.397885 -2.275753 -1.095966
C -2.342088 -3.423944 -0.814638
C -2.068419 -4.390160 0.239391
C -0.856724 -4.279638 1.134497
N -0.698143 -5.262052 2.105963
C 0.435955 -5.011092 2.818326
C 1.357521 -3.852343 2.637432
C 2.594073 -3.718697 3.583774
O 3.807385 -4.304316 3.099330
C 4.120853 -3.945194 1.748991
C 4.288690 -2.400744 1.465901
N 1.178871 -2.902961 1.676110
C 0.052174 -3.141913 0.899554
C -0.224372 -2.171271 -0.225902
O 0.671718 -1.127120 -0.457823
H -1.139965 1.370593 -2.399362
H -2.610438 1.388097 -3.483739
H -2.676123 2.110678 -1.766615
H -2.921703 -0.121496 -0.763734
H -3.658038 -0.445220 -2.439081
H -1.940442 -1.776674 -3.137051
H -0.616165 -0.745031 -2.489651
H -3.253895 -3.480397 -1.460205
H -2.792534 -5.231758 0.416480
H 0.699345 -5.752564 3.624283
H 2.323819 -4.258279 4.543234
H 2.795666 -2.652180 3.884372
H 3.426751 -4.407082 0.979694
H 5.128163 -4.417689 1.531532
H 3.753539 -1.719485 2.173327
H 5.369303 -2.062925 1.445412
H 3.886204 -2.190650 0.427524
H 0.701550 -0.509663 0.294790
C 0.956084 5.722258 -0.394032
C -0.158598 6.511222 0.276142
O -1.132024 7.007935 -0.617822
C -2.168953 6.098870 -1.110340
O -2.764435 5.466502 -0.133104
C -1.660107 5.139078 -2.243001
F -0.762671 5.763844 -3.059593
F -2.676012 4.755977 -3.055974
F -1.062026 4.007866 -1.816858
H 1.261876 6.189213 -1.332542
H 1.824059 5.652704 0.269553
H 0.644087 4.702272 -0.611365
H 0.297289 7.401330 0.725564
H -0.604098 5.951774 1.104713
H -2.792547 6.807927 -1.693872

Forces on the atoms, in the same order (eV/Å):
C -0.11 -0.34 0.22
C 0.78 0.32 -0.58
C -0.66 -1.19 -0.07
C 1.55 -1.08 2.16
C 2.08 -0.01 1.49
C 0.41 1.85 -1.02
C -1.77 0.49 -1.92
N 2.96 2.68 0.06
C -0.07 0.19 -0.19
C -0.57 0.09 -0.69
C -0.72 -0.05 0.76
O -0.73 0.22 -0.62
C 1.23 0.24 -1.05
C 0.17 0.32 -0.74
N -1.51 -2.61 1.06
C -0.45 0.41 -0.84
C -2.07 -0.81 -0.32
O -0.63 -0.67 0.40
H -1.29 -0.07 0.06
H 0.38 0.15 1.19
H 0.32 -0.78 -0.92
H 0.14 -0.01 -1.18
H 0.78 0.31 0.97
H 0.42 0.54 0.87
H -1.01 -0.35 0.56
H 0.91 -0.18 0.79
H 0.98 0.98 -0.13
H -0.34 0.88 -0.91
H 0.52 0.46 -1.08
H -0.51 -0.85 -0.58
H 0.37 0.55 1.15
H -1.16 0.36 0.48
H 0.30 -0.79 -0.62
H -1.11 -0.61 0.23
H 0.33 -0.14 1.24
H -0.01 -0.52 -0.21
C 0.09 -0.39 0.07
C -0.04 0.35 0.02
O 0.80 0.18 -0.71
C -0.94 -0.58 1.56
O 0.11 -0.31 -0.76
C 0.46 0.66 0.25
F 0.02 -0.22 -0.17
F 0.04 -0.03 0.20
F -0.15 0.01 -0.15
H -0.01 0.06 0.09
H 0.01 0.09 0.01
H 0.03 0.06 -0.05
H -0.12 0.08 -0.05
H -0.19 -0.17 -0.20
H -0.04 0.23 -0.12

Output
- E (hartree) = -1410.297073
- Kohn-Sham gap (eV) = 4.634
- strongest force on any atom (eV/A) = 4.0
- net charge = -1

***

Density functional theory data (ωB97M-V/def2-TZVPD) for a structure of composition C18H24FeN2O3.

Cartesian coordinates (Å):
Fe 0.061383 0.673467 -0.368398
C 1.030283 0.882267 2.895702
O 0.234183 0.160667 1.955002
C -1.012717 -0.266233 2.512802
C -1.748617 -1.182733 1.530602
O -1.860117 -0.636433 0.214702
C -3.078417 0.034267 -0.110698
C -3.102817 1.474067 0.405702
O -1.858017 2.103067 0.093202
C -1.850617 3.476967 0.471002
H 1.251183 0.246667 3.758302
H 0.512683 1.777367 3.251302
H 1.964383 1.155767 2.408502
H -1.615417 0.614367 2.766602
H -0.832617 -0.836333 3.432002
H -2.736217 -1.408733 1.946302
H -1.200117 -2.121933 1.404902
H -3.942217 -0.509333 0.290502
H -3.133817 0.023067 -1.204198
H -3.277617 1.511367 1.490102
H -3.921717 2.018067 -0.084498
H -2.690717 3.997267 -0.000498
H -0.916017 3.914567 0.129402
H -1.940517 3.588467 1.557302
C 0.695183 1.809567 -2.945398
C 0.675183 2.932967 -2.111498
C 1.580683 3.035867 -1.048798
C 2.521083 2.021567 -0.829198
C 2.564683 0.912667 -1.683498
C 1.648983 0.805567 -2.739298
H 0.061283 1.782867 -3.821498
H 0.023183 3.760767 -2.351998
H 1.645783 3.954267 -0.481898
H 3.297483 2.160567 -0.089398
H 3.371783 0.198467 -1.597098
H 1.750283 0.010267 -3.464498
N 2.164083 -6.970533 -0.576398
C 1.856983 -5.874933 -0.622298
C 1.505383 -4.490033 -0.641298
C 0.792383 -3.938233 -1.703398
C 0.498883 -2.578133 -1.653598
N 0.888583 -1.814233 -0.645398
C 1.563483 -2.334533 0.370402
C 1.890983 -3.682533 0.428602
H 0.465983 -4.532033 -2.543898
H -0.070617 -2.109933 -2.447798
H 1.852083 -1.667633 1.172702
H 2.420383 -4.082633 1.280802

Forces on the atoms, in the same order (eV/Å):
Fe -0.75 -0.63 1.14
C 0.49 0.43 0.65
O -0.12 0.02 -1.89
C -0.88 -0.25 -0.11
C 0.55 -0.22 0.68
O 1.18 0.74 -0.49
C -0.52 0.76 -0.22
C -0.46 -0.56 0.09
O 1.15 -1.22 -0.48
C -0.12 0.81 0.19
H -0.03 0.00 -0.16
H -0.01 -0.05 -0.12
H -0.03 0.00 0.01
H 0.15 -0.07 0.00
H 0.08 0.11 -0.10
H 0.08 0.01 -0.17
H -0.11 0.13 0.10
H 0.21 0.00 -0.11
H -0.03 -0.03 0.16
H 0.12 0.05 -0.17
H 0.16 -0.11 0.07
H 0.15 -0.08 0.00
H -0.02 0.02 0.05
H 0.07 -0.10 -0.13
C 0.03 -0.16 0.04
C -0.27 -0.24 -0.28
C 0.53 -0.28 0.36
C -0.28 0.33 0.19
C 0.21 -0.16 0.62
C -0.79 0.06 -0.45
H -0.14 -0.10 0.03
H -0.17 0.03 0.08
H -0.12 0.01 0.19
H -0.04 -0.07 0.16
H -0.01 -0.14 0.09
H -0.06 -0.16 0.03
N 0.29 -1.16 0.02
C -0.29 0.97 -0.09
C 0.04 -0.08 0.06
C -0.02 0.53 0.28
C -0.40 -0.27 -0.87
N -0.17 0.71 0.14
C 0.55 0.06 0.83
C -0.30 0.46 -0.33
H -0.03 -0.03 -0.06
H 0.02 -0.07 -0.05
H 0.00 -0.02 0.02
H 0.07 0.03 0.02

Output
- energy above the lowest of the compared OMol25 structures with the same formula, charge and spin (eV) = 1.482
- spin multiplicity = 6
- E (hartree) = -2298.020450
- Kohn-Sham gap (alpha / beta) (eV) = 8.393 / 4.137
- <S²> = 8.771
- strongest force on any atom (eV/A) = 1.9
- net charge = +3

***

Density functional theory data (ωB97M-V/def2-TZVPD) for an isolated molecule of C18H24N2O4S.

Cartesian coordinates (Å):
C -6.402240 -1.361639 0.648265
O -5.152829 -1.429450 0.005637
C -4.241028 -0.427346 0.211256
C -4.488426 0.650512 1.052112
C -3.559903 1.662048 1.267951
C -2.360384 1.580274 0.606507
C -2.087506 0.506135 -0.248068
C -3.002492 -0.523733 -0.473103
O -2.593088 -1.492911 -1.307717
C -3.422551 -2.567065 -1.692280
C -0.759521 0.710549 -0.851759
O -0.151746 0.065084 -1.683831
N -0.258720 1.845773 -0.269260
C 0.723966 2.706433 -0.898572
C 2.147039 2.276447 -0.467812
O 2.869871 2.975074 0.211459
N 2.452642 1.064416 -0.944226
C 3.666652 0.361675 -0.595600
C 3.364441 -0.833660 0.309017
C 4.620102 -1.574194 0.780589
C 4.240729 -2.599546 1.848079
C 5.335105 -2.269471 -0.375638
C 0.400035 4.136875 -0.477069
S -1.374851 4.179707 -0.061342
C -1.174594 2.479608 0.629476
H -6.940753 -2.250268 0.321987
H -6.962528 -0.470216 0.349698
H -6.298352 -1.382822 1.737610
H -5.435165 0.716090 1.562611
H -3.789459 2.486919 1.922339
H -2.820177 -3.145003 -2.392614
H -3.695053 -3.193276 -0.840570
H -4.328873 -2.219196 -2.191470
H 0.644768 2.577858 -1.986750
H 1.725648 0.534036 -1.421806
H 4.315704 1.074930 -0.082071
H 4.152575 0.033147 -1.518237
H 2.820823 -0.466723 1.183074
H 2.709149 -1.527616 -0.223261
H 5.304070 -0.844101 1.227310
H 3.761173 -2.114967 2.695409
H 5.124441 -3.121287 2.207993
H 3.551644 -3.334750 1.437713
H 5.707722 -1.549744 -1.099248
H 4.657993 -2.953583 -0.882786
H 6.182502 -2.840876 -0.003432
H 0.588006 4.858239 -1.267253
H 0.980855 4.406074 0.407671
H -0.747415 2.605564 1.632032

Forces on the atoms, in the same order (eV/Å):
C -0.18 -0.01 0.09
O 0.40 0.10 -0.11
C 0.00 -0.15 -0.10
C -0.01 -0.01 -0.01
C 0.13 0.00 -0.04
C -0.06 -0.41 -0.29
C -0.64 -0.02 0.24
C 0.07 0.28 0.16
O 0.11 0.31 0.19
C -0.25 -0.48 -0.22
C 0.35 0.00 0.06
O -0.09 -0.12 -0.31
N 0.15 -0.06 0.07
C 0.34 0.00 -0.15
C -0.55 0.06 -0.40
O 0.25 0.26 0.29
N 0.14 -0.43 -0.25
C 0.04 -0.11 0.17
C 0.40 0.22 0.03
C -0.26 -0.20 -0.06
C 0.16 0.26 -0.09
C 0.02 0.23 0.21
C -0.20 0.14 0.33
S -0.02 -0.36 -0.07
C -0.08 0.84 0.26
H -0.02 0.08 0.06
H 0.02 -0.02 0.03
H -0.01 0.02 -0.04
H -0.12 -0.06 0.02
H -0.05 0.09 0.11
H -0.06 0.04 0.05
H 0.03 0.05 -0.10
H 0.08 -0.04 0.04
H -0.02 0.01 0.17
H -0.02 0.22 0.07
H 0.01 -0.10 -0.10
H 0.07 0.05 0.09
H -0.08 0.01 -0.01
H -0.09 -0.08 0.02
H -0.02 0.01 0.00
H -0.08 0.00 0.12
H 0.07 -0.11 0.07
H -0.10 -0.12 -0.04
H 0.07 0.01 -0.15
H -0.09 -0.11 -0.09
H 0.11 -0.08 -0.02
H 0.07 -0.01 0.00
H 0.05 -0.03 -0.19
H -0.05 -0.16 -0.10

Output
- energy above the lowest of the compared OMol25 structures with the same formula, charge and spin (eV) = 1.249
- E (hartree) = -1508.983834
- SMILES = COc1ccc2c(c1OC)C(=O)N1[C@H](C(=O)NCCC(C)C)CS[C@@H]21
- Kohn-Sham gap (eV) = 8.970
- strongest force on any atom (eV/A) = 0.9

***

Density functional theory data (ωB97M-V/def2-TZVPD) for an isolated molecule of C18H24N4O2.

Cartesian coordinates (Å):
C -5.942880 -1.269371 -1.365596
N -5.039967 -0.533473 -0.509576
C -4.071072 -1.401649 0.130637
C -3.212844 -0.592976 1.095981
N -2.510334 0.452735 0.373204
C -1.573864 1.181892 1.208842
C -0.285944 0.389009 1.436020
C 0.354095 0.010995 0.095256
N 1.468726 -0.881770 0.259727
C 2.781475 -0.719361 0.106592
C 3.568400 -1.890393 0.056328
C 3.018148 -3.192812 0.289911
O 1.847686 -3.454415 0.555937
C 4.967622 -1.859194 -0.313052
O 5.709194 -2.820962 -0.394474
N 5.450138 -0.604452 -0.649104
C 4.793075 0.572041 -0.446768
C 5.466434 1.780855 -0.649157
C 4.854161 2.977884 -0.362104
C 3.568670 2.983338 0.167812
C 2.884876 1.800713 0.341663
C 3.450752 0.567920 -0.009744
C -3.484448 1.320791 -0.262084
C -4.339857 0.511222 -1.230152
H -6.672113 -0.580265 -1.789360
H -6.470793 -2.012374 -0.769630
H -5.424703 -1.784145 -2.190434
H -4.607133 -2.176740 0.683086
H -3.414599 -1.890382 -0.612011
H -2.486964 -1.256379 1.567746
H -3.862035 -0.164987 1.880270
H -1.321775 2.111854 0.690952
H -2.016269 1.449946 2.184118
H -0.495053 -0.526636 1.989790
H 0.397053 0.986655 2.042988
H -0.410135 -0.514300 -0.486081
H 0.645928 0.898804 -0.468044
H 1.220798 -1.870773 0.419333
H 3.760373 -4.000404 0.215345
H 6.415837 -0.574752 -0.952281
H 6.482946 1.756159 -1.013791
H 5.381476 3.906645 -0.517588
H 3.105619 3.916304 0.449943
H 1.914150 1.837451 0.801471
H -2.954562 2.100885 -0.814490
H -4.144725 1.800227 0.481448
H -5.076572 1.167196 -1.700028
H -3.688997 0.091464 -2.018869

Forces on the atoms, in the same order (eV/Å):
C 0.02 0.02 0.04
N 0.09 0.00 -0.01
C 0.02 0.05 0.27
C -0.01 -0.27 -0.13
N -0.12 0.11 0.01
C 0.17 -0.12 0.11
C -0.15 0.18 -0.34
C -0.34 0.33 0.23
N 0.23 -0.41 0.16
C -0.01 -0.51 -0.01
C -0.12 0.27 0.09
C 0.36 -0.28 -0.07
O -0.29 -0.04 0.05
C -0.07 0.21 -0.03
O 0.17 -0.24 -0.02
N 0.43 -0.05 -0.19
C -0.44 0.18 0.12
C -0.01 0.05 -0.01
C 0.01 -0.20 0.00
C -0.17 0.11 0.06
C 0.11 0.04 -0.03
C 0.26 0.30 -0.14
C -0.08 -0.02 -0.29
C 0.00 0.27 0.15
H -0.06 -0.03 -0.05
H -0.06 -0.06 -0.04
H 0.01 -0.01 -0.02
H 0.04 -0.02 -0.03
H -0.03 -0.02 0.03
H -0.02 -0.01 0.05
H 0.06 -0.03 0.00
H -0.04 0.03 0.04
H -0.01 0.07 -0.09
H 0.06 -0.03 0.08
H 0.04 -0.06 0.06
H 0.18 0.11 -0.02
H -0.07 -0.09 -0.03
H 0.12 0.17 -0.10
H -0.07 -0.03 0.02
H -0.16 -0.11 0.10
H 0.10 0.00 -0.04
H 0.06 0.07 -0.01
H -0.05 0.07 0.03
H -0.14 -0.03 0.00
H -0.03 0.00 0.04
H 0.03 0.03 -0.04
H 0.03 -0.02 -0.03
H -0.04 0.03 0.00

Output
- energy above the lowest of the compared OMol25 structures with the same formula, charge and spin (eV) = 0.855
- E (hartree) = -1069.832381
- SMILES = CN1CCN(CCCNc2c(C=O)c(=O)[nH]c3ccccc23)CC1
- Kohn-Sham gap (eV) = 8.364
- strongest force on any atom (eV/A) = 0.5